Entry from OMol25: a molecular structure, C49H61IrN4P2SeSi at a distorted geometry (ωB97M-V/def2-TZVPD).

Geometry as XYZ:
```
119
Properties=species:S:1:pos:R:3:forces:R:3
Ir 0.151 0.049 0.402 0.25 -1.10 1.62
C 0.442 3.616 1.384 -0.13 -1.07 -0.03
Si 0.130 2.428 -0.090 -0.14 2.32 -1.09
C 1.638 2.685 -1.251 -0.57 -0.62 0.52
C 1.750 3.919 -1.879 -0.12 0.09 -0.06
C 2.925 4.285 -2.515 -0.02 0.03 0.06
C 4.019 3.436 -2.481 0.03 -0.10 -0.01
C 3.915 2.194 -1.880 -0.12 -0.10 0.14
C 2.710 1.790 -1.303 -0.31 -0.07 0.29
P 2.458 0.114 -0.627 0.59 0.04 -0.84
C 4.080 -0.280 0.208 -0.35 0.25 0.07
C 4.533 0.789 1.199 -0.01 0.23 0.13
C 3.851 0.644 2.550 -0.08 0.25 -0.05
C 4.051 -0.756 3.150 -0.03 -0.11 0.10
C 4.766 -1.693 2.184 -0.03 -0.03 0.04
C 4.080 -1.689 0.821 0.08 -0.23 0.06
C 2.403 -1.162 -2.001 -0.37 -0.05 0.42
C 1.164 -0.913 -2.864 -0.17 0.26 0.16
C 1.382 0.109 -3.976 -0.07 -0.13 -0.15
C 2.544 -0.326 -4.862 0.02 0.20 0.11
C 3.809 -0.451 -4.028 0.04 -0.13 -0.15
C 3.623 -1.445 -2.888 0.24 0.24 0.10
C -1.593 2.768 -0.854 0.72 -0.49 0.47
C -1.848 4.061 -1.297 0.01 0.13 0.06
C -3.043 4.379 -1.917 0.07 0.06 0.00
C -4.001 3.397 -2.100 -0.09 -0.06 0.02
C -3.775 2.112 -1.639 0.02 -0.10 0.04
C -2.582 1.790 -0.993 0.38 -0.15 0.01
P -2.307 0.148 -0.250 -0.71 0.20 -0.17
C -2.937 -1.118 -1.487 0.72 0.18 0.13
C -2.534 -0.721 -2.911 0.23 -0.14 0.00
C -2.680 -1.925 -3.844 0.03 0.12 -0.16
C -3.968 -2.702 -3.562 -0.19 -0.24 -0.14
C -4.974 -1.841 -2.818 0.03 -0.07 0.05
C -4.444 -1.448 -1.429 -0.22 0.03 0.01
C -3.478 -0.024 1.238 0.58 -0.33 -0.14
C -4.710 0.889 1.259 -0.11 0.16 -0.29
C -4.471 2.336 1.684 0.00 0.21 -0.05
C -3.408 2.445 2.779 -0.15 -0.05 0.21
C -3.286 1.122 3.521 0.21 0.10 -0.09
C -2.712 0.070 2.575 0.01 0.09 0.21
H 0.430 4.636 1.005 -0.06 0.13 -0.41
H 1.420 3.463 1.832 0.19 -0.04 -0.01
H -0.317 3.558 2.160 -0.15 -0.02 0.02
H 0.919 4.603 -1.866 -0.10 0.22 -0.07
H 2.991 5.243 -3.005 0.03 0.11 -0.06
H 4.953 3.736 -2.932 0.08 0.03 -0.04
H 4.780 1.548 -1.856 0.08 -0.06 -0.06
H 4.773 -0.248 -0.645 -0.25 -0.04 0.00
H 4.358 1.790 0.796 0.11 -0.05 0.02
H 5.612 0.688 1.335 0.01 0.06 -0.13
H 2.784 0.852 2.406 0.15 0.02 0.04
H 4.236 1.410 3.227 -0.10 -0.01 -0.05
H 3.078 -1.196 3.398 0.06 0.01 0.04
H 4.614 -0.696 4.081 -0.03 0.00 0.01
H 4.771 -2.703 2.589 0.07 -0.08 -0.02
H 5.809 -1.391 2.073 0.00 -0.10 0.01
H 3.052 -2.052 0.952 -0.03 -0.08 0.01
H 4.585 -2.384 0.150 -0.11 -0.05 -0.04
H 2.233 -2.074 -1.407 -0.01 0.12 0.02
H 0.349 -0.571 -2.198 -0.08 -0.14 -0.17
H 0.865 -1.855 -3.330 -0.12 -0.10 0.08
H 1.586 1.096 -3.557 -0.02 0.06 -0.02
H 0.476 0.187 -4.577 -0.09 0.06 0.06
H 2.694 0.398 -5.661 -0.02 -0.03 -0.06
H 2.311 -1.286 -5.329 -0.02 -0.05 -0.07
H 4.074 0.531 -3.639 0.08 -0.02 -0.10
H 4.631 -0.791 -4.659 0.08 0.05 0.07
H 4.540 -1.536 -2.303 -0.02 -0.06 0.04
H 3.444 -2.431 -3.332 0.01 -0.02 0.10
H -1.115 4.836 -1.144 0.10 0.21 -0.03
H -3.220 5.389 -2.259 -0.03 0.04 -0.01
H -4.939 3.639 -2.577 -0.05 -0.01 -0.08
H -4.543 1.368 -1.776 -0.11 -0.10 -0.03
H -2.386 -2.033 -1.230 -0.01 0.06 0.00
H -1.509 -0.351 -2.938 0.00 0.14 -0.08
H -3.172 0.091 -3.258 0.05 0.05 0.03
H -1.821 -2.592 -3.746 0.12 0.02 0.02
H -2.676 -1.564 -4.875 0.04 -0.01 0.03
H -3.758 -3.599 -2.973 0.01 -0.01 0.05
H -4.405 -3.056 -4.496 0.04 -0.02 0.05
H -5.911 -2.384 -2.695 -0.03 0.11 0.01
H -5.193 -0.948 -3.408 -0.08 0.01 0.01
H -4.608 -2.285 -0.748 0.01 0.06 0.09
H -5.037 -0.613 -1.063 0.00 0.00 0.12
H -3.842 -1.052 1.120 0.13 0.13 -0.11
H -5.385 0.430 1.987 0.01 -0.09 -0.12
H -5.239 0.875 0.309 -0.09 -0.07 -0.01
H -5.424 2.727 2.049 0.07 -0.01 -0.02
H -4.193 2.960 0.834 -0.04 -0.01 0.01
H -3.662 3.246 3.473 0.09 0.07 -0.05
H -2.437 2.691 2.334 0.08 0.03 0.00
H -4.262 0.815 3.897 -0.01 -0.03 0.10
H -2.626 1.221 4.382 0.01 -0.03 0.11
H -2.709 -0.904 3.064 0.12 -0.12 -0.01
H -1.671 0.345 2.378 -0.22 -0.03 0.13
Se 0.405 -5.282 6.062 0.04 0.62 -0.40
N 0.564 -3.521 6.038 0.18 0.92 0.76
C 0.501 -3.080 4.801 0.14 0.41 1.36
C 0.583 -1.708 4.425 -0.08 -0.18 -0.44
C 0.737 -0.690 5.353 -0.02 0.48 -0.21
C 0.777 0.633 4.915 -0.01 -0.36 0.19
C 0.646 0.882 3.559 -0.04 0.06 0.10
N 0.509 -0.070 2.640 -0.09 -0.42 -0.85
C 0.471 -1.386 3.025 -0.03 0.30 0.42
C 0.269 -2.385 2.055 -0.01 -0.25 -0.05
N 0.127 -2.024 0.735 -0.02 0.11 -0.01
C -0.052 -2.964 -0.189 0.00 -0.22 -0.31
C -0.131 -4.312 0.096 0.07 -0.18 0.39
C -0.016 -4.721 1.428 0.07 0.23 -0.30
C 0.194 -3.774 2.412 -0.04 0.41 -0.43
C 0.316 -4.117 3.800 -0.20 -1.74 0.07
N 0.244 -5.332 4.275 -0.13 -0.31 -1.33
H 0.806 -0.938 6.400 0.04 -0.03 0.17
H 0.888 1.451 5.606 0.01 0.07 0.03
H 0.640 1.901 3.205 0.04 0.01 -0.08
H -0.124 -2.624 -1.213 -0.05 0.09 -0.05
H -0.263 -5.031 -0.694 -0.05 -0.02 -0.13
H -0.073 -5.763 1.702 -0.03 -0.14 0.02
```
Positions in Å, forces in eV/Å.

Summary:
F_max	2.57	eV Å⁻¹
E_tot	-152378.4554	eV
charge	+3
lowest unoccupied orbital energy (spin up / spin down)	-8.70 / -11.61	eV
multiplicity	6
Kohn-Sham gap (spin up / spin down)	4.773 / 4.949	eV

Löwdin atomic charge list, values in e, 5 entries:
1 Ir 0.983
2 C -0.145
3 Si 0.658
4 C -0.293
5 C -0.068